A molecular structure, C18H16FN4O6Pd, computed with the ωB97M-V functional and the def2-TZVPD basis.

Properties
Total charge   +1
2S+1   1
Orbital gap   6.47 eV
LUMO   -5.1 eV

The geometry in XYZ format:
```
46
Properties=species:S:1:pos:R:3:lowdin_charge:R:1
Pd 1.13 -0.98 0.83 1.1167
C 4.37 -0.20 3.59 0.0124
C 3.23 0.23 2.71 -0.3614
O 2.90 -0.53 1.79 -0.0541
C 2.67 1.56 3.01 0.0514
C 1.83 2.28 2.24 -0.2522
C 1.35 3.66 2.53 -0.0066
N 1.46 1.62 1.05 0.0465
N 1.39 2.27 0.01 0.1703
C 1.16 1.35 -1.11 -0.3028
O 1.35 0.14 -0.97 -0.0083
C 0.78 1.96 -2.36 -0.1567
C 0.50 1.13 -3.45 0.0076
C 0.10 1.69 -4.65 -0.0430
C -0.01 3.08 -4.76 -0.0354
C 0.27 3.90 -3.68 -0.0494
C 0.66 3.35 -2.47 -0.0085
H 4.66 -1.21 3.36 0.0987
H 4.08 -0.11 4.63 0.1043
H 5.21 0.48 3.43 0.1106
H 3.04 2.02 3.92 0.1282
H 1.70 4.00 3.50 0.0924
H 0.26 3.68 2.51 0.0988
H 1.70 4.34 1.75 0.0931
H 0.59 0.06 -3.34 0.1264
H -0.12 1.06 -5.50 0.1169
H -0.32 3.51 -5.70 0.1180
H 0.18 4.98 -3.78 0.1149
H 0.90 3.98 -1.63 0.1082
F -5.88 -2.00 -0.56 0.1112
C -4.73 -2.66 -0.51 -0.1880
C -3.97 -2.66 0.58 0.0558
N -2.78 -3.36 0.63 -0.0048
C -1.87 -3.23 1.74 -0.0285
C -0.69 -2.37 1.40 -0.5493
O 0.36 -2.35 2.11 -0.0315
O -0.71 -1.58 0.39 -0.0521
C -2.28 -4.03 -0.47 -0.4703
O -1.18 -4.55 -0.46 0.1090
N -3.11 -4.05 -1.56 0.2287
C -4.34 -3.38 -1.72 -0.3844
O -4.95 -3.43 -2.75 0.1348
H -4.27 -2.12 1.47 0.1496
H -1.48 -4.21 2.03 0.1550
H -2.38 -2.80 2.60 0.1519
H -2.77 -4.55 -2.37 0.1759
```

---

A molecular structure, C18H16MnN5O2S2 in a non-equilibrium geometry, computed with the ωB97M-V functional and the def2-TZVPD basis.

Properties
Total charge   0
Expectation value of S²   6.31
2S+1   5
Orbital gap (alpha / beta)   5.65 / 7.76 eV
LUMO (alpha / beta)   -3.2 / -1.3 eV

The geometry in XYZ format:
```
44
Properties=species:S:1:pos:R:3:lowdin_charge:R:1
Mn -0.54 0.43 0.40 0.5696
S -0.62 0.74 2.56 0.7778
C -0.62 2.46 2.16 -1.0310
S -0.61 2.81 0.47 0.6824
C -0.61 3.38 3.17 -0.3685
C -0.64 2.95 4.53 -0.2481
N -0.68 2.54 5.60 0.1732
C -0.55 4.77 2.89 -0.2341
N -0.50 5.89 2.65 0.1713
N 4.66 2.01 0.26 0.1520
C 3.82 0.96 0.23 -0.3528
C 2.42 1.14 0.25 -0.0598
N 1.60 0.10 0.22 -0.0334
C 2.13 -1.13 0.17 -0.0960
C 3.50 -1.29 0.14 -0.0955
N 4.34 -0.26 0.18 0.1374
H 4.32 2.95 0.39 0.1084
H 5.65 1.85 0.31 0.1098
H 1.96 2.12 0.30 0.0705
H 1.45 -1.97 0.17 0.0771
H 3.94 -2.28 0.10 0.1162
C 0.40 -4.30 4.13 -0.0473
C -0.45 -3.61 3.11 -0.2595
C -1.56 -2.86 3.49 -0.0015
C -2.35 -2.19 2.56 -0.2377
C -3.58 -1.45 2.99 -0.0259
C -1.97 -2.24 1.22 -0.1135
C -0.90 -3.03 0.80 -0.2380
C -0.62 -3.21 -0.67 -0.0403
C -0.15 -3.71 1.76 -0.0170
C -2.75 -1.45 0.19 -0.5789
O -3.80 -1.82 -0.27 0.1222
O -2.18 -0.30 -0.16 -0.1742
H -0.14 -4.44 5.07 0.0776
H 1.29 -3.72 4.35 0.0846
H 0.72 -5.28 3.78 0.0794
H -1.84 -2.82 4.54 0.1214
H -3.82 -1.66 4.03 0.0831
H -4.44 -1.73 2.37 0.0905
H -3.45 -0.37 2.88 0.0735
H -1.41 -3.80 -1.14 0.1001
H 0.32 -3.74 -0.83 0.0787
H -0.58 -2.27 -1.22 0.0761
H 0.67 -4.34 1.44 0.1202
```

---

A single C18H16N2S3 molecule in a non-equilibrium geometry, computed with the ωB97M-V functional and the def2-TZVPD basis.

Properties
Total charge   0
2S+1   1
Orbital gap   8.60 eV
Structure (SMILES)   Sc1nncc(SCc2ccccc2)c1SCc1ccccc1
LUMO   0.0 eV

The geometry in XYZ format:
```
39
Properties=species:S:1:pos:R:3:lowdin_charge:R:1
N -3.79 0.62 -1.50 0.0379
N -3.27 1.73 -2.03 0.0045
S -1.33 3.32 -2.95 0.8150
S -0.65 -1.87 -1.34 0.9724
S 0.62 0.88 -2.59 0.9059
C -2.99 -0.44 -1.35 -0.1487
C -1.97 1.82 -2.30 -0.6812
C 2.11 -4.40 2.13 -0.1053
C 0.20 4.68 0.98 -0.0728
C 1.78 -3.09 2.43 -0.0734
C 1.36 -5.15 1.22 -0.0900
C -0.33 3.42 1.37 -0.0783
C 1.16 4.75 -0.04 -0.0771
C 0.65 -2.51 1.81 -0.0446
C 0.25 -4.59 0.61 -0.0366
C 0.03 2.26 0.71 -0.0558
C 1.58 3.55 -0.66 -0.0738
C -1.62 -0.40 -1.63 -0.5219
C -1.09 0.76 -2.11 -0.5634
C -0.10 -3.23 0.88 -0.3316
C 1.03 2.31 -0.28 -0.3020
C -1.26 -2.57 0.24 -0.4142
C 1.50 1.04 -0.98 -0.3655
H -0.04 2.99 -2.76 -0.1918
H -3.43 -1.38 -1.04 0.1004
H 2.97 -4.84 2.64 0.1033
H -0.06 5.58 1.57 0.1066
H 2.38 -2.53 3.18 0.1138
H 1.67 -6.19 1.07 0.1098
H -1.04 3.31 2.17 0.0977
H 1.63 5.71 -0.28 0.1004
H 0.42 -1.48 2.04 0.1034
H -0.37 -5.18 -0.08 0.1188
H -0.42 1.30 1.00 0.1151
H 2.35 3.63 -1.46 0.1246
H -1.66 -1.79 0.86 0.0835
H -2.05 -3.29 0.07 0.0828
H 1.25 0.15 -0.40 0.0530
H 2.56 1.11 -1.18 0.0790
```

---

A single C18H16N4S molecule in a non-equilibrium geometry, computed with the ωB97M-V functional and the def2-TZVPD basis.

Properties
Total charge   0
2S+1   1
Orbital gap   9.28 eV
Structure (SMILES)   c1ccc(CCc2nn3c(Cc4ccccc4)nnc3s2)cc1
LUMO   0.5 eV

The geometry in XYZ format:
```
39
Properties=species:S:1:pos:R:3:lowdin_charge:R:1
C -2.02 -2.25 2.03 -0.1051
C -2.18 -0.88 2.18 -0.0793
C -2.57 -0.11 1.10 -0.0511
C -2.79 -0.68 -0.14 -0.2537
C -2.62 -2.05 -0.29 -0.0416
C -2.24 -2.83 0.79 -0.0925
H -2.11 -3.90 0.66 0.1048
H -2.78 -2.51 -1.25 0.1154
C -3.13 0.17 -1.33 -0.1395
H -3.58 1.11 -1.00 0.1149
H -3.83 -0.34 -1.98 0.1189
C -1.85 0.49 -2.15 -0.1651
C -0.85 1.12 -1.26 -0.5587
N -0.04 0.46 -0.54 0.1452
N 0.67 1.27 0.25 -0.0299
C 1.64 1.17 1.20 -0.2899
N 1.94 2.38 1.60 0.0584
N 1.19 3.29 0.96 0.0173
C 0.43 2.62 0.14 -0.6123
S -0.80 2.89 -1.04 1.0922
C 2.21 -0.11 1.67 -0.0626
C 2.31 -1.07 0.51 -0.2468
C 3.33 -0.94 -0.42 -0.0405
C 3.39 -1.77 -1.52 -0.0842
C 2.42 -2.74 -1.71 -0.0939
C 1.40 -2.87 -0.79 -0.0824
C 1.34 -2.04 0.31 -0.0559
H 0.53 -2.15 1.02 0.0917
H 0.63 -3.63 -0.93 0.0982
H 2.46 -3.38 -2.58 0.0986
H 4.19 -1.66 -2.24 0.1009
H 4.09 -0.17 -0.28 0.1174
H 3.19 0.09 2.11 0.1263
H 1.56 -0.53 2.44 0.1220
H -1.43 -0.44 -2.53 0.1248
H -2.10 1.15 -2.98 0.1127
H -2.70 0.96 1.23 0.1158
H -2.01 -0.42 3.14 0.1054
H -1.72 -2.86 2.87 0.1040
```

---

A single C18H16O3 molecule, computed with the ωB97M-V functional and the def2-TZVPD basis.

Properties
Total charge   0
2S+1   1
Orbital gap   8.86 eV
Structure (SMILES)   CC[C@H](c1ccccc1)c1c(O)c2ccccc2oc1=O
LUMO   0.2 eV

The geometry in XYZ format:
```
37
Properties=species:S:1:pos:R:3:lowdin_charge:R:1
C -1.53 2.02 2.36 -0.0845
H -1.26 2.58 1.47 0.0756
C -0.59 0.84 2.56 -0.2047
H -0.87 0.29 3.46 0.1233
H 0.43 1.20 2.68 0.0986
C -0.67 -0.13 1.37 -0.2263
C 0.03 -1.46 1.62 -0.1756
C 1.25 -1.54 2.28 -0.0254
C 1.86 -2.77 2.46 -0.0710
C 1.26 -3.93 2.00 -0.0942
C 0.05 -3.85 1.34 -0.0863
C -0.56 -2.63 1.15 -0.0369
H -1.51 -2.59 0.64 0.1068
H -0.43 -4.75 0.97 0.1010
H 1.74 -4.89 2.14 0.0997
H 2.81 -2.82 2.97 0.1039
H 1.73 -0.65 2.63 0.1053
C -0.14 0.47 0.08 -0.0255
C -0.84 0.44 -1.08 -0.1806
C -0.30 1.01 -2.29 -0.0746
C -0.98 1.03 -3.51 -0.0050
C -0.41 1.60 -4.62 -0.0783
C 0.86 2.16 -4.54 -0.0694
C 1.56 2.16 -3.35 0.0117
C 0.98 1.58 -2.22 -0.1850
O 1.68 1.59 -1.07 0.1402
C 1.20 1.06 0.10 -0.3797
O 1.93 1.12 1.06 0.1106
H 2.54 2.59 -3.26 0.1224
H 1.31 2.61 -5.41 0.1064
H -0.94 1.61 -5.56 0.1034
H -1.97 0.59 -3.55 0.1168
O -2.07 -0.10 -1.22 0.1012
H -2.37 -0.47 -0.38 0.1012
H -1.74 -0.36 1.24 0.1278
H -2.56 1.69 2.26 0.0744
H -1.47 2.70 3.21 0.0730
```

---

A molecular structure, C18H17AsBiBr2N3O9S, computed with the ωB97M-V functional and the def2-TZVPD basis.

Properties
Total charge   0
2S+1   1
Orbital gap   7.67 eV
LUMO   -0.5 eV

The geometry in XYZ format:
```
52
Properties=species:S:1:pos:R:3:lowdin_charge:R:1
Bi -0.50 -0.13 -1.47 1.9647
C -0.10 4.82 0.15 -0.0438
O -1.28 4.26 -0.42 -0.0502
C -1.40 2.90 -0.33 -0.7627
O -0.31 2.16 -0.64 -0.3212
N -2.52 2.60 -1.19 0.0176
N -2.71 1.21 -1.32 -0.0551
H -0.06 5.85 -0.20 0.0961
H 0.79 4.28 -0.19 0.0930
H -0.15 4.81 1.24 0.0834
H -3.35 3.08 -0.84 0.1389
H -3.26 1.01 -2.15 0.1034
H -3.17 0.77 -0.51 0.0951
C 2.43 -2.47 -1.92 -0.0209
C 1.21 -3.20 -1.45 -0.2898
C 1.33 -4.57 -1.09 0.0006
C 0.24 -5.27 -0.70 -0.0080
C -1.03 -4.66 -0.70 -0.1853
C -2.25 -5.31 -0.37 -0.6256
Br -2.25 -7.13 0.17 0.7754
C -3.43 -4.65 -0.46 -0.1676
C -3.46 -3.31 -0.88 -0.5998
Br -5.12 -2.42 -1.01 0.7788
C -2.32 -2.61 -1.20 -0.4228
O -2.33 -1.37 -1.63 -0.3342
C -1.08 -3.31 -1.08 -0.1446
N 0.04 -2.60 -1.40 0.0458
H 3.05 -3.14 -2.52 0.0914
H 3.02 -2.12 -1.08 0.0798
H 2.17 -1.60 -2.53 0.0742
H 2.31 -5.03 -1.14 0.1204
H 0.33 -6.31 -0.41 0.0845
H -4.36 -5.15 -0.22 0.0971
O -0.89 0.89 2.99 -0.2061
As -0.48 1.28 1.33 1.0797
O -1.68 2.53 1.06 -0.1479
O -1.08 -0.14 0.60 -0.5307
C 1.21 2.11 1.71 -0.2300
C 1.16 2.98 2.79 -0.0884
C 2.28 3.76 3.09 -0.0597
C 3.42 3.65 2.32 -0.0526
C 3.48 2.76 1.26 -0.0397
C 2.37 1.98 0.96 -0.2522
S 2.54 0.78 -0.35 0.4494
O 2.27 1.40 -1.63 -0.3336
O 3.84 0.20 -0.17 -0.2861
O 1.42 -0.17 -0.01 -0.5251
H -1.54 0.18 3.00 0.0569
H 0.26 3.06 3.38 0.1138
H 2.24 4.44 3.93 0.1106
H 4.29 4.25 2.56 0.1107
H 4.38 2.63 0.69 0.1222
```

---

A single C18H17BrN2O5S molecule, computed with the ωB97M-V functional and the def2-TZVPD basis.

Properties
Total charge   0
2S+1   1
Orbital gap   9.20 eV
Structure (SMILES)   O=C(OCCOCC/N=C1\NS(=O)(=O)c2ccccc21)c1ccccc1Br
LUMO   0.3 eV

The geometry in XYZ format:
```
44
Properties=species:S:1:pos:R:3:lowdin_charge:R:1
O -2.29 -0.38 -2.89 0.1267
C -2.04 -0.31 -1.72 -0.4838
O -1.32 -1.24 -1.07 -0.1274
C -0.81 -2.32 -1.84 -0.1237
H 0.10 -1.99 -2.35 0.1387
H -1.55 -2.60 -2.60 0.1372
C -0.55 -3.48 -0.88 -0.1669
H -0.35 -4.40 -1.46 0.1325
O 0.50 -3.22 0.02 -0.1888
C 1.80 -3.51 -0.46 -0.1929
H 1.88 -4.58 -0.66 0.1262
C 2.82 -3.10 0.61 -0.1790
N 3.39 -1.79 0.46 0.0997
C 2.70 -0.73 0.33 -0.3530
N 1.34 -0.57 0.30 0.0280
S 0.84 0.98 -0.10 0.7221
O 0.01 1.53 0.93 -0.2792
O 0.32 1.01 -1.43 -0.2494
C 2.50 1.62 -0.05 -0.2002
C 2.94 2.91 -0.22 -0.0309
C 4.30 3.15 -0.15 -0.0620
C 5.19 2.10 0.07 -0.0592
C 4.74 0.80 0.23 0.0026
C 3.37 0.57 0.17 -0.1376
H 5.41 -0.02 0.40 0.1154
H 6.25 2.31 0.11 0.1071
H 4.68 4.15 -0.28 0.1076
H 2.23 3.71 -0.39 0.1229
H 0.72 -1.37 0.38 0.0898
H 3.67 -3.79 0.57 0.1102
H 2.33 -3.20 1.58 0.1305
H 2.01 -2.97 -1.40 0.1301
H -1.44 -3.63 -0.26 0.1314
C -2.52 0.78 -0.83 -0.1722
C -2.59 0.74 0.56 -0.6038
C -3.04 1.83 1.28 -0.1334
C -3.40 2.99 0.62 -0.0670
C -3.33 3.05 -0.76 -0.0638
C -2.90 1.95 -1.48 -0.0061
H -2.84 1.97 -2.55 0.1245
H -3.62 3.96 -1.28 0.1042
H -3.74 3.84 1.19 0.1065
H -3.09 1.77 2.35 0.1004
Br -2.14 -0.80 1.56 0.8863
```

---

A single C18H17BrN4O3 molecule in a non-equilibrium geometry, computed with the ωB97M-V functional and the def2-TZVPD basis.

Properties
Total charge   0
2S+1   1
Orbital gap   8.32 eV
Structure (SMILES)   CCOc1ccc(/C=N/NC(=O)c2ccc(Cn3cc(Br)cn3)o2)cc1
LUMO   0.2 eV

The geometry in XYZ format:
```
43
Properties=species:S:1:pos:R:3:lowdin_charge:R:1
C 5.75 0.32 -1.20 -0.0617
C 4.25 0.09 -1.27 -0.2548
O 3.96 -1.07 -0.51 -0.0460
C 2.67 -1.42 -0.31 -0.2820
C 2.46 -2.50 0.55 -0.0116
C 1.18 -2.92 0.85 -0.0369
C 0.08 -2.27 0.29 -0.2232
C 0.30 -1.23 -0.61 -0.0414
C 1.57 -0.80 -0.91 -0.0151
H 1.71 0.01 -1.61 0.1101
H -0.56 -0.76 -1.07 0.1075
C -1.27 -2.65 0.66 -0.0852
N -2.23 -1.84 0.46 0.0467
N -3.49 -2.17 0.80 0.0649
C -4.54 -1.29 0.76 -0.4046
O -5.65 -1.65 1.11 0.0774
C -4.24 0.08 0.34 -0.1684
C -5.02 1.21 0.50 0.0313
C -4.25 2.29 0.03 0.0110
C -3.06 1.75 -0.40 -0.2474
O -3.06 0.42 -0.22 0.0472
C -1.83 2.36 -0.99 -0.0366
N -0.69 2.25 -0.11 -0.1442
C -0.43 1.34 0.84 -0.1089
C 0.83 1.63 1.33 -0.7010
C 1.25 2.75 0.60 -0.1835
N 0.32 3.11 -0.26 0.0756
H 2.17 3.29 0.68 0.1024
Br 1.76 0.69 2.66 0.7496
H -1.11 0.55 1.11 0.1148
H -1.99 3.42 -1.20 0.1371
H -1.59 1.85 -1.93 0.1382
H -4.53 3.32 0.00 0.1141
H -6.00 1.24 0.91 0.1215
H -3.70 -3.10 1.17 0.1644
H -1.42 -3.62 1.14 0.1285
H 1.03 -3.73 1.54 0.1123
H 3.32 -2.97 1.00 0.1198
H 3.71 0.95 -0.87 0.1190
H 3.95 -0.06 -2.32 0.1270
H 6.02 1.20 -1.77 0.0764
H 6.29 -0.54 -1.59 0.0775
H 6.05 0.47 -0.16 0.0784
```

---

Respective relative energy (zero: lowest compared OMol25 entry of this formula, charge and spin) values: 0.0, 19.3, 3.6, 0.0, 0.0, 10.7, 0.0, 19.9 kcal per mole.
Respective total energy values: -43360.9506, -83462.5106, -54410.2055, -35720.5553, -25068.8229, -259439.7415, -113036.6342, -101085.4139 eV.